Entry 1:
C28H39BrGdGeN7O4S as an isolated structure. Source: the OMol25 dataset; level of theory: ωB97M-V/def2-TZVPD.

Last column: Mulliken spin population.
Atoms and positions in Å:
Gd 0.0234 -0.3549 0.5579  5.067
C -0.1271 -5.6582 3.2229  -0.042
C -0.5026 -4.2119 3.3418  -0.217
C -0.6059 -3.5988 4.5938  0.495
C -0.9360 -2.2263 4.6320  -0.039
C -1.1020 -1.5968 3.4359  0.079
Br -1.4209 0.2979 3.3954  0.009
N -1.0112 -2.1279 2.2105  0.209
C -0.7331 -3.4721 2.2050  0.265
H -0.3375 -6.1941 4.1465  -0.001
H 0.9341 -5.7638 3.0087  0.009
H -0.6760 -6.1396 2.4174  -0.006
H -0.4280 -4.1521 5.5023  0.058
H -1.0374 -1.6840 5.5576  0.000
H -0.6871 -3.9335 1.2300  0.086
O -0.8654 1.9675 0.4486  -0.015
N -1.6214 2.8503 -0.1614  -0.001
C -2.9674 2.6343 -0.2128  -0.003
C -3.8122 3.5175 -0.8201  0.000
C -3.2745 4.6977 -1.3941  0.000
C -1.9248 4.9157 -1.3025  0.000
C -1.0481 4.0136 -0.6789  0.000
S 0.6089 4.3240 -0.4962  0.000
H -3.2688 1.7041 0.2436  0.003
H -4.8661 3.2933 -0.8474  0.000
H -3.9104 5.4192 -1.8857  0.000
H -1.4717 5.8132 -1.7008  0.000
N 0.7392 1.0979 -3.8189  0.000
C 0.6118 1.1699 -2.4663  0.001
N 0.7195 0.0046 -1.8818  0.001
C 0.9425 -0.9005 -2.9024  0.001
C 1.1609 -2.2757 -2.8486  0.001
C 1.3500 -2.9345 -4.0469  0.001
C 1.3289 -2.2549 -5.2720  0.000
C 1.1319 -0.8881 -5.3397  0.000
C 0.9447 -0.2258 -4.1329  -0.001
H 0.6600 1.8759 -4.4481  0.000
H 0.4605 2.1011 -1.9504  -0.002
H 1.1961 -2.7872 -1.8983  -0.001
H 1.5155 -4.0004 -4.0435  0.000
H 1.4708 -2.8142 -6.1866  0.000
H 1.1183 -0.3664 -6.2866  0.000
O 1.5188 -1.2855 2.2209  -0.017
N 2.0678 -2.1178 1.4478  0.068
O 1.7621 -1.9006 0.2126  -0.002
C -2.3685 -3.9944 -1.0595  0.003
Ge -2.9725 -2.1697 -1.5221  0.002
C -2.5001 -1.9096 -3.4295  0.000
C -4.9621 -2.2986 -1.5008  -0.001
C -2.2700 -0.7521 -0.4256  -0.019
H -2.8753 -4.7258 -1.6863  0.000
H -2.5852 -4.2219 -0.0195  0.001
H -1.2974 -4.1014 -1.2123  -0.003
H -3.1657 -2.4943 -4.0612  0.000
H -1.4779 -2.2171 -3.6378  0.000
H -2.5984 -0.8638 -3.7108  0.000
H -5.3049 -3.0768 -2.1790  0.000
H -5.4136 -1.3582 -1.8018  0.000
H -5.3186 -2.5365 -0.5025  0.000
H -2.9262 -0.6429 0.4565  -0.003
H -2.4043 0.1547 -1.0429  0.002
C 0.7029 3.4975 2.6726  -0.001
N 2.0951 3.2980 2.3319  0.000
C 3.0175 4.3234 2.7624  0.000
C 4.2474 4.3384 1.8745  0.000
C 4.8144 2.9358 1.8153  0.000
N 3.7972 2.0238 1.3597  0.000
C 4.2505 0.7807 0.7858  0.000
C 2.4734 2.1728 1.6724  0.003
O 1.6638 1.2985 1.3449  0.008
H 0.4009 4.4982 2.3510  0.000
H 0.5476 3.4001 3.7507  -0.001
H 0.0944 2.7746 2.1321  0.002
H 3.3020 4.1697 3.8154  0.000
H 2.4960 5.2832 2.7072  0.000
H 4.9890 5.0408 2.2599  0.000
H 3.9611 4.6530 0.8688  0.000
H 5.1967 2.6343 2.8034  0.000
H 5.6540 2.8813 1.1159  0.000
H 4.9101 0.9887 -0.0596  0.000
H 3.3974 0.2016 0.4393  0.002
H 4.7988 0.1821 1.5230  0.000

- orbital gap (alpha / beta) (eV) = 3.66 / 7.09
- <S²> = 12.022
- HOMO level (alpha / beta) (eV) = -1.3 / -4.7
- multiplicity = 7
- total charge = -1


Entry 2:
C28H39CoFN2O3Si3 as an isolated structure. Source: the OMol25 dataset; level of theory: ωB97M-V/def2-TZVPD.

Last column: Mulliken spin population.
Atoms and positions in Å:
Co 0.7396 -0.3855 -0.2065  0.971
C 1.4577 -3.1694 -2.0641  0.001
Si 2.7414 -2.6093 -0.8074  0.002
C 2.3189 -3.6147 0.7289  0.000
C 4.4212 -3.2032 -1.3973  -0.002
C 2.7045 -0.7722 -0.5434  -0.051
Si 3.4017 0.2448 -1.9341  0.014
C 2.7502 1.9935 -2.0214  -0.001
C 5.2753 0.3411 -1.8036  -0.005
C 3.0142 -0.5063 -3.6122  -0.003
Si 3.2904 -0.2713 1.1082  0.014
C 4.8084 -1.1571 1.7802  -0.002
C 3.5946 1.5450 1.4122  0.002
C 1.8505 -0.7276 2.2931  0.009
C 1.9132 -0.7229 3.6849  0.003
C 0.7872 -1.0145 4.4331  0.001
C -0.3985 -1.3172 3.7794  -0.003
C -0.4102 -1.3032 2.3994  0.014
N 0.6778 -1.0179 1.6818  0.001
H 1.3248 -4.2532 -1.9931  0.001
H 1.7452 -2.9313 -3.0880  0.000
H 0.4814 -2.7067 -1.8777  -0.005
H 2.5034 -4.6716 0.5131  0.000
H 1.2660 -3.5118 0.9976  0.001
H 2.9118 -3.3471 1.6056  0.001
H 4.4420 -4.2942 -1.4787  0.000
H 5.2073 -2.8994 -0.7012  0.000
H 4.6682 -2.7915 -2.3790  -0.001
H 2.8474 2.5361 -1.0822  0.001
H 1.6917 2.0180 -2.2913  -0.002
H 3.3074 2.5299 -2.7961  0.000
H 5.5798 0.8317 -0.8747  0.001
H 5.7001 0.9144 -2.6329  0.000
H 5.7245 -0.6552 -1.8149  0.000
H 1.9414 -0.6766 -3.7354  0.001
H 3.5276 -1.4571 -3.7750  0.000
H 3.3336 0.1827 -4.3996  0.000
H 5.6812 -0.8874 1.1766  0.000
H 4.7187 -2.2442 1.7638  -0.001
H 5.0166 -0.8481 2.8093  0.000
H 4.4284 1.9247 0.8172  0.000
H 3.8506 1.6873 2.4669  0.001
H 2.7023 2.1298 1.1862  0.000
H 2.8514 -0.4867 4.1721  0.000
H 0.8274 -1.0059 5.5153  0.000
H -1.3009 -1.5567 4.3249  0.000
H -1.3076 -1.5323 1.8364  0.000
C -4.7885 4.3700 0.9572  0.000
C -5.2243 3.2257 0.0556  0.000
C -6.4929 2.5710 0.5744  0.000
C -6.9360 1.4589 -0.3583  0.001
C -5.8296 0.4553 -0.5236  0.000
C -6.0969 -0.8626 -0.7998  -0.002
C -5.0536 -1.7725 -0.9641  0.002
F -5.3693 -3.0510 -1.2326  0.000
C -3.7490 -1.4011 -0.8610  -0.001
C -3.4511 -0.0616 -0.5669  0.002
C -2.0498 0.3385 -0.4521  -0.011
O -1.1668 -0.5349 -0.6697  0.029
C -1.8018 1.6895 -0.1285  -0.015
C -2.8729 2.5318 0.0161  0.000
N -4.1607 2.1879 -0.0871  0.000
C -4.4846 0.8649 -0.3914  0.001
C -0.4359 2.3304 0.0825  0.013
O -0.4033 3.5540 0.1495  0.000
O 0.5703 1.5478 0.1557  0.021
H -5.6592 4.9934 1.1602  0.000
H -4.0307 5.0077 0.5068  0.000
H -4.4073 3.9947 1.9087  0.000
H -5.4230 3.6155 -0.9478  0.000
H -7.2639 3.3366 0.6586  0.000
H -6.3063 2.1765 1.5784  0.000
H -7.1837 1.8891 -1.3342  0.000
H -7.8360 0.9639 0.0060  0.000
H -7.1200 -1.2056 -0.8938  0.000
H -2.9437 -2.1079 -1.0029  0.000
H -2.6394 3.5643 0.2272  -0.001

- orbital gap (alpha / beta) (eV) = 7.76 / 7.46
- <S²> = 0.831
- HOMO level (alpha / beta) (eV) = -8.2 / -7.8
- multiplicity = 2


Entry 3:
C28H39CoFN8O8 as an isolated structure. Source: the OMol25 dataset; level of theory: ωB97M-V/def2-TZVPD.

Last column: Mulliken spin population.
Atoms and positions in Å:
Co -0.5642 1.8250 2.1740  2.681
O -2.6782 1.9586 2.0533  0.047
C -3.1156 1.6527 3.3790  -0.004
C -2.4559 2.6073 4.3770  0.001
N -1.0810 2.9747 3.9546  0.043
C -0.9280 4.4225 3.8319  0.014
C -1.9487 5.0969 2.8909  0.001
O -1.9166 6.3256 2.8886  0.000
O -2.6127 4.3464 2.0961  -0.001
C -0.0920 2.3996 4.8853  0.001
C -0.1115 0.8602 4.8093  0.006
O 0.1494 0.2155 5.8175  0.003
O -0.4053 0.3949 3.6494  0.063
H -2.7284 2.9808 2.0046  -0.005
H -2.8334 0.6222 3.5807  0.000
H -4.2028 1.7522 3.4417  0.001
H -2.4282 2.1438 5.3665  0.000
H -3.0519 3.5150 4.4500  -0.001
H 0.0682 4.6286 3.4292  -0.001
H -0.9785 4.9165 4.8080  0.000
H -0.2736 2.7214 5.9151  0.002
H 0.9029 2.7320 4.5807  -0.001
C 3.1190 -4.6284 1.3017  0.000
C 3.5472 -3.4140 0.4900  0.000
N 2.5096 -2.3870 0.4228  0.001
C 2.6611 -1.2397 1.1320  0.001
C 1.7423 -0.2488 1.2649  0.005
C 2.2551 1.0021 2.0023  0.004
O 3.4287 0.9692 2.3568  0.004
O 1.4443 1.9692 2.1208  0.052
C 0.4559 -0.4386 0.6602  -0.005
O -0.5594 0.2536 0.8062  0.039
C 0.3551 -1.5973 -0.2472  0.008
C -0.7939 -1.7302 -1.0259  0.006
C -0.9053 -2.7766 -1.8951  0.000
F -1.9999 -2.8738 -2.6920  0.000
C 0.0920 -3.7454 -2.0099  -0.001
C 1.2235 -3.6282 -1.2285  0.001
C 1.3779 -2.5500 -0.3466  -0.001
N 0.0090 -4.8421 -2.9248  0.000
C -1.2948 -5.4250 -3.1719  0.000
C -1.1117 -6.8072 -3.7668  0.000
N -0.3250 -6.6664 -5.0472  0.000
C 1.0063 -6.0031 -4.8005  0.000
C 0.7511 -4.6554 -4.1579  0.000
H 3.9137 -5.3752 1.3034  0.000
H 2.2153 -5.0890 0.9015  0.000
H 2.9180 -4.3390 2.3330  0.000
H 3.8505 -3.6878 -0.5229  0.000
H 4.4111 -2.9470 0.9576  0.000
H 3.6074 -1.1023 1.6419  0.000
H -1.5769 -0.9877 -0.9366  0.001
H 1.9748 -4.4019 -1.3019  0.000
H -1.9180 -4.8203 -3.8470  0.000
H -1.8408 -5.5226 -2.2344  0.000
H -2.0621 -7.2778 -4.0110  0.000
H -0.5301 -7.4523 -3.1114  0.000
H -0.8637 -6.0823 -5.6915  0.000
H -0.2004 -7.5721 -5.4979  0.000
H 1.5282 -5.9251 -5.7518  0.000
H 1.5533 -6.6567 -4.1237  0.000
H 0.2111 -4.0044 -4.8681  0.000
H 1.7067 -4.1775 -3.9502  0.000
C 0.7204 2.6660 -0.6904  0.010
N -0.3129 3.2635 0.1767  -0.006
C -1.5993 3.2281 -0.5523  0.012
N -1.5213 3.9242 -1.8389  0.000
C -0.4707 3.3039 -2.6397  -0.001
N 0.8386 3.3449 -1.9828  0.001
C 1.1662 4.7524 -1.7219  -0.001
N 0.1610 5.4036 -0.8905  0.002
C 0.0571 4.6839 0.3803  0.013
C -1.1334 5.3160 -1.5699  0.001
H 0.4613 1.6237 -0.8782  0.004
H 1.6759 2.7101 -0.1688  0.000
H -2.3552 3.7095 0.0665  0.004
H -1.8735 2.1834 -0.7167  -0.002
H -0.3990 3.8226 -3.5991  0.000
H -0.7377 2.2592 -2.8245  0.000
H 1.2398 5.2802 -2.6761  0.000
H 2.1337 4.8001 -1.2177  0.000
H -0.7020 5.1674 0.9910  0.004
H 1.0194 4.7142 0.8950  -0.004
H -1.0746 5.8563 -2.5178  0.000
H -1.8942 5.7785 -0.9401  0.000

- orbital gap (alpha / beta) (eV) = 5.01 / 5.08
- <S²> = 3.756
- HOMO level (alpha / beta) (eV) = -7.1 / -7.2
- multiplicity = 4